Record 1
Density functional theory data (wB97M-V/def2-TZVPD) for a structure of composition C25H18BF4N10O7S2W.

XYZ file:
```
68
Properties=species:S:1:pos:R:3
W 0.37233 0.34344 -0.15557
N -3.16360 -1.20510 -2.73248
C -2.27494 -0.84821 -1.79135
S -0.67970 -0.42282 -2.31723
N -2.66002 -0.87677 -0.55204
N -1.69378 -0.45569 0.31676
C -2.03382 -0.48384 1.54247
C -1.14961 0.11658 2.52557
C -1.48152 0.15180 3.86098
C -0.64434 0.81701 4.74366
C 0.47666 1.44956 4.24169
C 0.73851 1.37442 2.88590
N -0.03772 0.69376 2.04229
H -2.90234 -1.23894 -3.69994
H -4.08814 -1.48556 -2.45429
H -3.00745 -0.86834 1.82105
H -2.38842 -0.33497 4.19316
H -0.88067 0.86023 5.79849
H 1.14155 2.01803 4.87585
H 1.56472 1.91746 2.45877
N 4.41381 1.70400 -0.15899
C 5.19764 0.54096 0.09022
C 6.41611 0.33713 -0.53585
C 7.10187 -0.84834 -0.31067
C 6.55912 -1.83693 0.50340
C 5.32657 -1.63608 1.10748
C 4.66704 -0.42864 0.91729
S 3.18174 -0.05019 1.75931
N 2.34818 0.83172 0.50568
C 3.05976 1.60641 -0.25155
C 2.32560 2.34658 -1.28313
C 2.86890 3.35609 -2.04349
C 2.05826 4.01938 -2.95104
C 0.73736 3.63455 -3.06121
C 0.26261 2.59822 -2.27900
N 1.04803 1.95591 -1.40578
H 4.83822 2.34155 -0.81372
H 6.82563 1.09479 -1.19483
H 8.06017 -1.00630 -0.78711
H 7.09374 -2.76275 0.66830
H 4.89253 -2.39568 1.74826
H 3.89909 3.66008 -1.91998
H 2.45337 4.82755 -3.55208
H 0.06014 4.12878 -3.74274
H -0.76188 2.27524 -2.32834
F -1.19452 4.21021 -0.34087
B -0.84566 3.37489 0.67708
F -1.06422 1.91992 -0.00205
F 0.48596 3.43242 1.00905
F -1.68612 3.31266 1.74116
O 4.83036 -5.86622 -1.03761
N 3.90210 -5.95647 -0.26275
O 3.60352 -6.94149 0.37409
C 3.05696 -4.76316 -0.08333
C 3.27721 -3.66807 -0.86277
C 2.46111 -2.55876 -0.68446
C 1.44204 -2.48300 0.31020
O 0.75898 -1.44175 0.48558
C 1.28724 -3.67190 1.09047
C 2.05532 -4.77817 0.88616
N 0.29660 -3.74708 2.18267
O -0.08033 -2.69812 2.66847
O 0.05364 -4.84709 2.62432
N 2.71492 -1.43306 -1.53861
O 1.87023 -0.50169 -1.64048
O 3.72942 -1.40321 -2.18898
H 4.05853 -3.66787 -1.60973
H 1.89336 -5.66165 1.48800
```

frontier orbital gap (alpha / beta)	5.57 / 5.58	eV
energy relative to the best compared isomer or geometry (same formula, charge and spin)	0.0	kJ/mol
charge	+1
energy	-90487.3590	eV

Mulliken population analysis, charges in e, atoms 1 to 8: 0.942, -0.406, 0.755, -0.489, -1.868, 1.110, -0.771, 0.794

***

Record 2
Density functional theory data (wB97M-V/def2-TZVPD) for a structure of composition C25H18Br4MnO5SSi.

XYZ file:
```
55
Properties=species:S:1:pos:R:3
Mn 0.07558 -0.00494 -1.71201
Br 4.06552 4.65434 -4.81811
C 2.51988 3.79886 -4.15248
C 1.24852 4.22823 -4.51271
Br 1.05144 5.68703 -5.69744
C 0.12008 3.57622 -4.00749
Br -1.62964 4.14242 -4.43863
C 0.22140 2.46726 -3.16086
O -0.78392 1.79866 -2.69552
C 1.53896 2.06493 -2.76639
O 1.61910 1.05713 -1.91443
C 2.65109 2.71796 -3.27198
Br 4.33197 2.05754 -2.72358
C 2.04734 -4.44488 2.73073
C 1.55116 -3.98234 1.38753
C 2.18995 -2.91986 0.75203
C 1.74806 -2.45414 -0.47499
C 0.65976 -3.06911 -1.07764
C 0.02523 -4.14157 -0.47432
C 0.47248 -4.59314 0.75681
S -0.11274 -2.33993 -2.50615
O -0.60268 -3.37586 -3.35997
O 0.86101 -1.40628 -3.09098
O -1.18005 -1.49857 -1.86818
H 2.13753 -3.59798 3.41262
H 3.03589 -4.89699 2.62812
H 1.37795 -5.17855 3.17799
H 3.03558 -2.43852 1.22901
H 2.24954 -1.62652 -0.96731
H -0.81961 -4.59827 -0.97426
H -0.03864 -5.41805 1.23852
C -3.02279 -2.47533 2.51293
C -1.75494 -2.30474 3.04961
C -0.88022 -1.38723 2.48314
C -1.25449 -0.61340 1.38590
C -2.54048 -0.79075 0.86883
C -3.41807 -1.70909 1.42430
Si -0.02727 0.59275 0.54593
C -0.55618 2.32262 1.14917
C 0.01946 2.88411 2.28733
C -0.42156 4.10053 2.78702
C -1.44331 4.78691 2.14550
C -2.00673 4.25763 0.99264
C -1.56166 3.04118 0.49762
H -3.70068 -3.20500 2.93952
H -1.44304 -2.88719 3.90925
H 0.11459 -1.26848 2.90097
H -2.85285 -0.20090 0.01304
H -4.40574 -1.83734 0.99790
H 1.18766 0.37361 1.41116
H 0.82553 2.35892 2.78898
H 0.03562 4.51601 3.67723
H -1.79513 5.73291 2.53853
H -2.78798 4.79709 0.47107
H -1.97753 2.65014 -0.42551
```

frontier orbital gap (alpha / beta)	6.25 / 6.91	eV
energy relative to the best compared isomer or geometry (same formula, charge and spin)	60.0	kJ/mol
charge	-1
2S+1	5
energy	-366661.3259	eV

Mulliken population analysis, charges in e, atoms 1 to 8: 0.234, -0.205, 0.167, 0.164, -0.204, -0.272, -0.164, 1.043

***

Record 3
Density functional theory data (wB97M-V/def2-TZVPD) for a structure of composition C25H18CeN5O4S3Te.

XYZ file:
```
57
Properties=species:S:1:pos:R:3
Ce -15.25349 -6.64975 -12.34238
S -11.72435 -11.17933 -6.76189
N -12.84664 -9.98565 -6.57438
C -12.99354 -9.42826 -7.79171
C -13.90405 -8.35689 -8.09345
C -14.79536 -7.83744 -7.15007
C -15.67649 -6.82542 -7.57023
C -15.59641 -6.35935 -8.88112
N -14.75868 -6.87528 -9.79988
C -13.87101 -7.86189 -9.42952
C -13.08170 -8.46627 -10.43995
N -13.16961 -7.96542 -11.71886
C -12.59579 -8.64540 -12.74287
C -11.90833 -9.83390 -12.54215
C -11.71566 -10.32439 -11.23875
C -12.27834 -9.60875 -10.18150
C -12.19480 -10.05079 -8.81361
N -11.42465 -11.05710 -8.37723
H -14.79292 -8.22321 -6.12503
H -16.40390 -6.36245 -6.90409
H -16.23793 -5.54049 -9.18029
H -12.70563 -8.24344 -13.73575
H -11.53165 -10.38224 -13.41731
H -11.13866 -11.23398 -11.01574
C -17.76694 -13.04346 -16.34571
C -17.63580 -11.88899 -15.39373
C -16.38542 -11.29786 -15.13755
C -16.25659 -10.26687 -14.21466
C -17.41879 -9.79238 -13.55330
C -18.68067 -10.34678 -13.79931
C -18.76758 -11.39824 -14.71257
S -17.29641 -8.59421 -12.28662
O -15.80948 -8.72828 -11.83056
O -18.17544 -8.85582 -11.20411
N -17.47199 -7.07108 -12.84748
C -17.67929 -6.94786 -14.30253
C -16.44452 -7.33825 -15.10819
O -16.47231 -7.56396 -16.30509
O -15.22790 -7.41734 -14.37763
H -16.83211 -13.15232 -16.92995
H -18.59138 -12.88875 -17.06764
H -17.96543 -14.00784 -15.83569
H -15.49092 -11.64931 -15.66985
H -15.25717 -9.84615 -14.00886
H -19.57157 -10.00770 -13.24996
H -19.74497 -11.86201 -14.91715
H -17.91398 -5.90732 -14.54417
H -18.55938 -7.53885 -14.58987
Te -13.54301 -4.23402 -11.71566
C -12.97914 -4.00224 -13.69213
C -13.42277 -4.78691 -14.82369
C -12.84722 -4.40132 -16.03186
C -11.97763 -3.33846 -15.90027
S -11.83467 -2.80385 -14.28654
H -14.15645 -5.60115 -14.76403
H -13.09935 -4.89639 -16.98598
H -11.40617 -2.84518 -16.68286
```

frontier orbital gap (alpha / beta)	5.09 / 5.09	eV
charge	0
2S+1	2
energy	-94586.9095	eV

Mulliken population analysis, charges in e, atoms 1 to 8: 0.515, 0.149, -0.673, 0.810, 0.388, -0.600, -0.818, -0.267

***

- Number 1 is which compound?
  C25H18BF4N10O7S2W